1.
Formula: C22H24Cl18FN3O3S
Source: the OMol25 dataset
Level of theory: ωB97M-V with the def2-TZVPD basis set

As for the LUMO energy: -1.375 eV. The energy comes out at -10023.96844 hartree. The HOMO-LUMO gap comes out at 8.52 eV.

Structure (ORCA input):
```
! wB97M-V def2-TZVPD RIJCOSX def2/J DEFGRID3
* xyz 0 1
C -0.06248 -1.70947 1.82601
C 0.11698 -0.37928 2.69682
N 0.85869 -0.46541 3.78167
C -0.56034 0.99598 2.20443
C 0.21678 1.69813 1.01259
C -0.42082 2.63216 0.14676
C -1.94163 3.07704 0.25195
C -3.00470 1.92467 -0.07739
C -4.37225 2.65568 -0.52912
N -4.64817 4.04289 -0.12203
O -5.26006 2.07074 -1.20650
C 0.45112 3.33779 -1.00632
O 0.00221 3.58954 -2.13993
C 1.94115 3.73587 -0.55045
N 2.58862 5.00014 -0.95600
C 3.45601 4.80049 -1.89187
S 4.81214 4.58775 -2.83085
C 2.58088 2.79969 0.31171
C 4.05470 3.04794 0.91242
C 3.79326 3.70733 2.37940
C 3.77976 5.30890 2.34036
F 5.11536 5.82580 2.49489
C 1.77333 1.45802 0.68312
O 2.31778 0.34390 0.67022
H -0.29632 -1.42468 0.74240
H 0.95987 -2.21353 1.81361
H -0.84229 -2.42114 2.24841
H 0.85659 0.48082 4.20481
H -0.47790 1.70851 3.10669
H -1.64782 0.75279 1.98452
H -2.11441 3.90603 -0.52702
H -2.13134 3.59090 1.26437
H -3.31067 1.30273 0.84144
H -2.64957 1.21385 -0.90583
H -5.59652 4.31969 -0.40465
H -4.53241 4.10775 0.90343
H 4.60441 2.07054 1.12017
H 4.65357 3.76583 0.25292
H 2.74623 3.40413 2.75328
H 4.53958 3.33071 3.14799
H 3.23896 5.73472 1.42474
H 3.18996 5.70415 3.24696
C -1.29057 3.98016 -5.34690
Cl -2.37393 2.69870 -4.78894
Cl -0.95440 3.80268 -7.07528
Cl -1.98420 5.57216 -5.00866
H -0.35158 3.89388 -4.80437
C 0.23011 -4.95358 -0.80344
Cl 1.37508 -6.27119 -0.52137
Cl -1.29435 -5.26125 0.04144
Cl 0.92237 -3.40781 -0.29115
H 0.02534 -4.90045 -1.87034
C -7.53741 -0.33820 0.71051
Cl -6.09729 -0.70938 1.67010
Cl -8.36463 -1.82608 0.23016
Cl -8.63153 0.71820 1.61536
H -7.22231 0.18560 -0.19008
C 5.39312 -6.20377 -0.39926
Cl 4.37637 -5.13412 -1.37479
Cl 5.74867 -5.46483 1.16813
Cl 4.61220 -7.77784 -0.18216
H 6.33506 -6.35684 -0.92706
C -9.50012 -5.57050 -0.06898
Cl -9.59806 -7.09054 -0.96863
Cl -7.92654 -5.41830 0.72431
Cl -9.79370 -4.19318 -1.14095
H -10.27084 -5.57689 0.69834
C 9.16138 -7.54496 -1.72552
Cl 8.09065 -8.83865 -1.17032
Cl 9.48659 -7.70597 -3.45631
Cl 8.45693 -5.96060 -1.36940
H 10.10472 -7.62760 -1.19058
*
```



2.
Formula: C42H41ClO2P2Pd
Source: the OMol25 dataset
Level of theory: ωB97M-V with the def2-TZVPD basis set

As for the LUMO energy (alpha / beta): 0.168 / -0.055 eV. The energy comes out at -3046.06442 hartree. The HOMO-LUMO gap (alpha / beta) comes out at 4.38 / 5.80 eV. The expectation value of S² is 2.006.

Structure (ORCA input):
```
! wB97M-V def2-TZVPD RIJCOSX def2/J DEFGRID3
* xyz 0 3
Pd 1.27083 -1.58712 -2.73527
C 2.57478 -0.68832 -4.09192
C 1.69350 0.30430 -3.59793
C 0.48435 0.76629 -4.37392
C -0.42597 -0.41966 -4.79955
C -0.32647 -1.68417 -3.97531
C 0.58575 -2.74599 -4.24086
C 1.57342 -2.69300 -5.37818
C 2.36564 -1.34634 -5.45354
C -1.77789 -1.15184 2.38127
H 3.59580 -0.73694 -3.66964
H 2.08724 1.00305 -2.85437
H 0.76714 1.36342 -5.26084
H -0.08830 1.44625 -3.72109
H -1.46350 -0.06272 -4.71249
H -0.24498 -0.66452 -5.85387
H -1.21429 -1.95476 -3.38821
H 0.32359 -3.74437 -3.86868
H 1.02995 -2.84124 -6.32329
H 2.28628 -3.53212 -5.27414
H 3.35999 -1.56876 -5.86506
H 1.84333 -0.66114 -6.13866
H -0.67930 -1.15990 2.40505
H -2.17596 -2.08367 2.82558
H -2.14895 -0.27682 2.93074
P 0.70895 1.82876 0.81742
P -2.38115 -1.06048 0.68141
C -0.92464 1.33523 0.36946
C -1.51993 0.22877 -0.19645
C 0.97932 3.57545 0.67137
C 0.50421 4.14318 -0.52871
C 0.54320 5.52947 -0.70470
C 1.01931 6.33865 0.33683
C 1.62380 5.76864 1.46264
C 1.66524 4.37836 1.61187
C 2.16536 0.98247 0.16818
C 2.40329 -0.41293 0.12760
C 3.70282 -0.89415 -0.08139
C 4.75301 -0.02135 -0.39509
C 4.49486 1.34143 -0.49143
C 3.21109 1.82142 -0.24296
C -4.20511 -0.93307 0.95278
C -4.73098 0.28407 1.43339
C -6.10445 0.46180 1.60881
C -6.99532 -0.58782 1.35412
C -6.47744 -1.83215 0.98068
C -5.09764 -2.01629 0.83660
C -1.98396 -2.65507 -0.04734
C -0.79620 -3.30677 0.33891
C -0.48393 -4.54436 -0.22696
C -1.35917 -5.13672 -1.14519
C -2.53057 -4.48360 -1.52995
C -2.85173 -3.24332 -0.98318
H -1.56720 2.21797 0.53383
H -1.67295 0.17119 -1.30263
H 0.10927 3.48330 -1.31498
H 0.18142 5.95879 -1.64767
H 0.91808 7.42273 0.24873
H 2.04501 6.41719 2.24112
H 2.21844 3.92752 2.44476
H 1.59729 -1.12749 0.29881
H 3.89736 -1.96424 -0.00601
H 5.77164 -0.39841 -0.55924
H 5.27580 2.05651 -0.74857
H 3.03488 2.89048 -0.30096
H -4.04323 1.09711 1.67468
H -6.48919 1.42904 1.93625
H -8.07349 -0.44179 1.46319
H -7.15698 -2.66659 0.80003
H -4.72225 -3.01766 0.62458
H -0.13426 -2.86657 1.09849
H 0.45056 -5.02707 0.05927
H -1.12310 -6.12545 -1.54542
H -3.20894 -4.94497 -2.24748
H -3.78860 -2.76291 -1.27086
Cl 2.21922 1.46438 8.86225
C 1.91092 1.25733 7.18909
C 0.82253 1.92792 6.59598
C 0.58084 1.77283 5.23537
C 1.39016 0.89446 4.52310
C 2.46552 0.20902 5.08965
C 2.73321 0.39301 6.44114
C 1.15206 0.63136 3.11706
O 0.70677 1.73413 2.43698
O 1.29690 -0.46639 2.60576
H 0.17082 2.55383 7.20242
H -0.20985 2.30660 4.71185
H 3.06612 -0.42819 4.44301
H 3.54701 -0.14853 6.92186
*
```



3.
Formula: C4H8NOP
Source: the OMol25 dataset
Level of theory: ωB97M-V with the def2-TZVPD basis set

The energy relative to the best compared isomer or geometry (same formula, charge and spin) is 81.7 kcal/mol. As for the LUMO energy (alpha / beta): -1.078 / -1.079 eV. The energy comes out at -628.44201 hartree. The HOMO-LUMO gap (alpha / beta) comes out at 7.29 / 7.29 eV.

Structure (ORCA input):
```
! wB97M-V def2-TZVPD RIJCOSX def2/J DEFGRID3
* xyz 0 1
C -0.80529 -1.02502 1.03568
C 0.02408 -0.44103 0.04002
C 1.40149 0.06358 0.23897
C -0.81657 0.49037 -0.86356
N -0.17728 -1.79444 -0.06726
O -1.13137 -2.74554 -2.94127
P -1.67741 -2.48668 -1.64401
H -0.35091 -1.22071 2.01847
H -1.87409 -0.86276 1.15161
H 2.05409 -0.77042 0.73642
H 1.40036 0.96834 0.67135
H 1.76767 0.20873 -0.74330
H -0.62542 1.45246 -0.37466
H -1.79095 0.09481 -0.73155
H -0.29893 0.78209 -1.81985
*
```



4.
Formula: C15H16CoN4O4SSi
Source: the OMol25 dataset
Level of theory: ωB97M-V with the def2-TZVPD basis set

The energy relative to the best compared isomer or geometry (same formula, charge and spin) is 0.0 kcal/mol. As for the LUMO energy (alpha / beta): -1.497 / -1.487 eV. The energy comes out at -3171.66164 hartree. The HOMO-LUMO gap (alpha / beta) comes out at 7.26 / 7.40 eV. The expectation value of S² is 3.760.

Structure (ORCA input):
```
! wB97M-V def2-TZVPD RIJCOSX def2/J DEFGRID3
* xyz 0 4
Co 1.60412 -0.41084 0.08997
O -4.07981 -2.13979 3.94155
N -4.25191 -1.15089 3.25699
O -5.29909 -0.54849 3.15860
C -3.09349 -0.62144 2.51670
C -3.06941 0.71093 2.33037
C -1.96895 1.33137 1.66458
C -1.88879 2.72020 1.45905
C -0.80102 3.23842 0.81013
C 0.20143 2.36293 0.37276
N 0.14284 1.06205 0.55794
C -0.92107 0.53849 1.19873
C -0.96295 -0.89569 1.39393
N 0.07494 -1.60841 0.91001
C 0.06951 -2.91829 1.02226
C -0.98403 -3.60781 1.62672
C -2.03800 -2.90358 2.14565
C -2.04734 -1.49750 2.04784
H -3.88984 1.31404 2.69407
H -2.68583 3.36028 1.81590
H -0.69920 4.29914 0.63307
H 1.08130 2.73752 -0.13640
H 0.92738 -3.44131 0.61882
H -0.95487 -4.68600 1.68767
H -2.85087 -3.41826 2.63085
C 3.34865 1.46027 -2.52599
Si 2.10503 0.13475 -3.01162
C 0.59678 0.99815 -3.72804
C 2.86172 -0.95273 -4.33282
O 1.68170 -0.75042 -1.72204
H 3.66489 2.05749 -3.38484
H 4.24003 1.01346 -2.07956
H 2.92514 2.14963 -1.78840
H 0.84984 1.60393 -4.60176
H 0.13758 1.65862 -2.98646
H -0.15749 0.26854 -4.03164
H 3.14405 -0.37609 -5.21707
H 2.15594 -1.72548 -4.64548
H 3.75644 -1.45242 -3.95541
O 1.32107 0.14703 3.29741
S 2.72401 0.09696 2.84457
N 3.02959 -0.15876 1.42139
*
```



5.
Formula: C31H44BrIrN3P2
Source: the OMol25 dataset
Level of theory: ωB97M-V with the def2-TZVPD basis set

The energy relative to the best compared isomer or geometry (same formula, charge and spin) is 0.0 kcal/mol. As for the LUMO energy (alpha / beta): -12.186 / -14.224 eV. The energy comes out at -4731.23735 hartree. The HOMO-LUMO gap (alpha / beta) comes out at 6.71 / 5.47 eV. The expectation value of S² is 8.808.

Structure (ORCA input):
```
! wB97M-V def2-TZVPD RIJCOSX def2/J DEFGRID3
* xyz 4 6
N 5.91142 -1.69230 -5.08283
C 6.25046 -0.59504 -4.40266
C 5.33867 0.11946 -3.62771
C 4.00593 -0.36714 -3.49569
C 3.67619 -1.54463 -4.22668
C 4.66520 -2.15333 -5.00441
C 3.09823 0.23745 -2.56781
Ir 0.74104 0.56347 -1.01622
P -2.49242 -1.11050 3.57407
C 2.07206 -0.50393 -1.92134
C 2.28515 -0.72534 -0.42693
C 1.58059 -1.82254 0.18789
C 1.73261 -2.05254 1.55242
C 2.61414 -1.27457 2.35408
C 3.46995 -0.34657 1.68598
C 3.38231 -0.13979 0.32365
Br 2.46104 -1.17901 4.20009
H 3.27423 1.26897 -2.28814
H 1.63064 -1.33656 -2.46364
H 5.67950 1.00902 -3.10064
H 2.67846 -1.97370 -4.20050
H 7.29042 -0.26666 -4.49120
H 4.43749 -3.04863 -5.58816
H 0.96338 -2.42072 -0.50117
H 4.10279 0.50134 -0.21261
H 1.20069 -2.88816 2.00018
H 4.17398 0.22756 2.27803
P -1.33066 0.23096 -1.62442
C -0.84988 -1.27046 4.35323
C -0.80674 -2.31821 5.46701
H -0.57557 -0.27264 4.72667
H -0.18684 -1.53098 3.52644
H 0.18547 -2.31095 5.93043
H -1.54425 -2.10477 6.25232
H -0.99103 -3.33266 5.09239
C -2.48926 -2.38333 2.28172
C -3.48897 -3.48549 2.66024
H -1.46587 -2.78530 2.21121
H -2.76781 -1.89266 1.33541
H -3.41388 -4.32348 1.96104
H -3.31050 -3.87623 3.67039
H -4.51274 -3.09587 2.62116
C -2.62880 0.57045 2.90511
C -3.46926 1.41502 3.88394
H -3.12188 0.48217 1.92572
H -1.61756 0.98186 2.78207
H -3.94771 2.24515 3.35407
H -4.25888 0.81149 4.35621
H -2.84789 1.83887 4.68342
C -2.51366 1.49740 -0.99125
C -3.42869 2.17176 -2.00529
H -1.91752 2.25457 -0.46934
H -3.09253 0.96692 -0.22343
H -2.90396 2.93774 -2.59006
H -3.91040 1.46959 -2.69683
H -4.22441 2.68367 -1.45084
C -1.99168 -1.40027 -1.15314
C -2.08154 -2.47470 -2.21724
H -2.98184 -1.18226 -0.73411
H -1.36489 -1.75630 -0.32381
H -2.71528 -2.18784 -3.05828
H -1.09987 -2.75829 -2.60021
H -2.51814 -3.37711 -1.77970
C -1.30446 0.37816 -3.45589
C -0.22262 1.31528 -3.96706
H -2.30890 0.73563 -3.73254
H -1.13839 -0.63589 -3.82094
H 0.20697 0.92282 -4.89057
H -0.64236 2.30886 -4.16892
H 0.61969 1.40554 -3.25212
N -0.12732 3.69339 4.49747
C 0.05823 3.70710 3.33855
C 0.27451 3.65698 1.90175
C 0.40875 4.80545 1.10608
C 0.57283 4.68010 -0.26624
C 0.59116 3.40746 -0.81754
N 0.48791 2.31507 -0.02856
C 0.35088 2.39537 1.31484
H 0.38821 5.79053 1.55659
H 0.68971 5.51820 -0.94122
H 0.73837 3.20484 -1.87982
H 0.31762 1.47167 1.90584
*
```



6.
Formula: C22H18BIrN6O6S6
Source: the OMol25 dataset
Level of theory: ωB97M-V with the def2-TZVPD basis set

The energy relative to the best compared isomer or geometry (same formula, charge and spin) is 40.9 kcal/mol. As for the LUMO energy: 4.213 eV. The energy comes out at -4147.64931 hartree. The HOMO-LUMO gap comes out at 5.65 eV.

Structure (ORCA input):
```
! wB97M-V def2-TZVPD RIJCOSX def2/J DEFGRID3
* xyz -2 1
Ir 0.12979 0.62409 0.76137
O -0.47471 1.10600 4.38460
S 0.51784 1.98585 3.81153
O 0.59298 3.30638 4.39106
O 0.48317 2.08478 2.33233
C 2.08833 1.20918 4.25054
C 2.72854 1.78988 5.34141
C 3.89258 1.25242 5.86508
C 4.43928 0.11356 5.29925
C 3.81720 -0.47138 4.20924
C 2.64902 0.06600 3.67622
S 2.04408 -0.77764 2.21157
O 0.56800 -0.90522 2.33453
O 2.75605 -2.02280 2.17440
O 2.30740 0.14430 1.08340
H 2.28840 2.68079 5.76584
H 4.36867 1.72853 6.71401
H 5.34944 -0.31986 5.69554
H 4.22732 -1.35683 3.74637
S 0.05612 2.42281 -0.67060
C -0.48930 1.99212 -2.29128
C -1.59401 2.74572 -2.72059
C -2.08508 2.69432 -4.01105
C -3.20438 3.51237 -4.38478
N -4.09295 4.17716 -4.68828
C -1.47293 1.83828 -4.93791
C -0.40235 1.06667 -4.52182
C 0.10774 1.11737 -3.22332
S 0.23790 -0.93601 -0.90449
C -1.92421 1.75295 -6.29599
N -2.27456 1.67070 -7.38942
H -2.07341 3.38890 -1.99600
H 0.07349 0.41462 -5.23903
C -2.31060 -1.10944 3.62448
N -2.57215 -1.60386 2.28527
C -2.81039 -2.91712 1.95182
C -2.90101 -2.96290 0.59936
N -2.72421 -1.69428 0.11637
B -2.65185 -1.27943 -1.39777
N -1.16872 -1.29451 -1.83880
C -0.86127 -1.78791 -3.05711
C 0.26865 -1.71162 -3.80857
N 1.40763 -0.88336 -3.63494
C 2.68365 -1.57013 -3.72490
C 1.36388 0.31910 -3.00920
S 2.74565 1.15354 -2.56662
C -2.50994 -0.87696 1.14866
S -2.15356 0.81730 1.02450
H -3.15818 -1.33829 4.27260
H -2.14496 -0.03966 3.57552
H -1.39929 -1.56536 4.00919
H -2.88315 -3.68615 2.69985
H -3.07213 -3.78976 -0.06580
H -3.23741 -2.14906 -2.02517
H -3.18487 -0.20202 -1.51851
H -1.66901 -2.36599 -3.49870
H 0.30906 -2.31191 -4.70931
H 2.54881 -2.43545 -4.37350
H 3.00291 -1.90857 -2.73426
H 3.44696 -0.90222 -4.11823
*
```